Entry from OMol25: the molecule C3H7Cl2PS at a distorted geometry (ωB97M-V with the def2-TZVPD basis set).

The calculation puts the LUMO energy at 0.487 eV. The value obtained for the HOMO energy is -9.382 eV.

```
14
Properties=species:S:1:pos:R:3:forces:R:3
C -0.838016 -1.302012 -0.271487 -0.398 -0.259 5.557
C -0.288645 -0.115162 0.438224 1.402 3.164 -0.552
C -0.940169 1.300813 0.035157 0.052 -3.199 -0.139
P 1.719211 0.075930 -0.147996 -2.341 -0.094 0.003
S 2.259587 0.309053 -1.988956 -0.544 -0.018 0.738
Cl 2.343525 1.520143 1.104556 0.133 0.385 0.243
Cl 2.492816 -1.563807 0.692627 0.317 -0.631 0.336
H -1.016530 -1.194399 -1.225682 -0.215 0.587 -5.216
H -0.255948 -2.137326 0.022362 0.630 -1.112 -0.368
H -1.819048 -1.505796 0.156461 -0.267 0.009 0.216
H -0.306155 -0.140048 1.543468 0.475 -0.600 -0.581
H -1.940211 1.174472 -0.338714 -0.699 -0.447 0.063
H -0.413540 1.566492 -0.827428 0.936 1.318 -1.198
H -0.996873 2.011647 0.807402 0.519 0.896 0.898
```
Positions in Å, forces in eV/Å.

Mulliken atomic charge list, values in e, 4 entries: atom 1 (C): -1.558, atom 2 (C): 0.161, atom 3 (C): -1.215, atom 4 (P): 0.692

Entry from OMol25: the molecule C3H7ClFN at a distorted geometry (ωB97M-V with the def2-TZVPD basis set).

The calculation puts the LUMO energy at 0.927 eV. The value obtained for the HOMO energy is -9.758 eV.

```
13
Properties=species:S:1:pos:R:3:forces:R:3
N -1.160286 -1.715400 -0.218800 2.281 -0.649 -0.525
C -0.042743 -0.770169 -0.592365 -1.983 -1.570 2.396
C -0.099473 0.370926 0.393995 1.050 -0.019 -0.275
Cl 0.164879 -0.200412 2.070288 0.636 0.113 0.259
C 0.969107 1.359189 -0.031317 -1.484 2.812 0.511
F 0.590445 1.925771 -1.317223 0.641 -1.077 1.434
H -2.009331 -1.249643 -0.164348 -2.067 1.243 -0.472
H -0.988389 -1.893259 0.769284 0.157 -0.502 -0.201
H -0.097976 -0.297618 -1.543173 -0.248 -0.314 -1.112
H 0.820573 -1.416390 -0.445979 0.515 0.583 -0.337
H -1.103944 0.746313 0.496425 -0.175 0.636 -0.633
H 1.923551 0.886921 -0.062291 0.732 -0.355 -0.520
H 1.033587 2.253771 0.645505 -0.054 -0.901 -0.525
```
Positions in Å, forces in eV/Å.

Mulliken atomic charge list, values in e, 4 entries: atom 1 (N): -0.691, atom 2 (C): -0.587, atom 3 (C): 0.035, atom 4 (Cl): -0.211

Entry from OMol25: a cluster of 2 separate species, C3H7ClFN2O2 in total at a distorted geometry (ωB97M-V with the def2-TZVPD basis set).

The calculation puts the LUMO energy at 3.695 eV. The charge is -1. The value obtained for the HOMO energy is -3.414 eV.

```
16
Properties=species:S:1:pos:R:3:forces:R:3
C -0.228633 0.260491 1.143423 -0.512 0.404 0.265
H -1.412078 0.877176 -0.534102 0.126 -0.144 -0.045
Cl -1.204204 -0.696911 2.355928 0.558 0.390 -0.616
C -0.668943 0.080429 -0.318686 -0.176 0.469 0.430
H 2.387696 -1.927958 -0.037922 2.958 0.932 0.984
N -0.124972 1.597819 1.566067 -0.302 -1.563 -0.240
O -0.022471 2.477193 0.691147 0.261 0.390 -0.627
O -0.101067 1.884409 2.765050 0.002 0.170 0.597
N -1.223327 -1.254308 -0.540675 0.010 -0.396 -0.054
H -1.567371 -1.332025 -1.492072 0.033 0.109 0.076
H -1.995120 -1.451012 0.087704 0.147 0.113 -0.012
C 0.493881 0.265424 -1.294394 0.050 0.151 0.070
H 0.946720 1.254347 -1.166591 -0.118 -0.256 -0.001
H 1.252977 -0.503836 -1.100356 -0.149 0.171 -0.146
H 0.135364 0.173594 -2.333583 0.113 -0.039 0.225
F 3.331548 -1.704831 0.209064 -3.001 -0.902 -0.907
```
Positions in Å, forces in eV/Å.

Mulliken atomic charge list, values in e, 4 entries: atom 1 (C): -0.244, atom 2 (H): 0.117, atom 3 (Cl): -0.279, atom 4 (C): 0.513

Entry from OMol25: the ion C3H7ClN with charge +1 at a distorted geometry (ωB97M-V with the def2-TZVPD basis set).

The calculation puts the LUMO energy at -5.035 eV. The charge is +1. The value obtained for the HOMO energy is -16.303 eV.

```
12
Properties=species:S:1:pos:R:3:forces:R:3
C -0.701983 0.862947 0.001464 -1.049 0.710 -0.023
N 0.545870 0.142968 -0.012241 1.108 0.393 -0.034
C 0.430380 -1.291207 -0.007563 0.053 -1.285 0.035
C 1.675817 0.757650 -0.009402 -0.271 0.007 -0.008
Cl 3.163815 -0.007117 0.003137 -0.180 0.085 0.006
H -1.244832 0.682010 -0.928198 0.140 -0.060 0.016
H -0.547201 1.933577 0.113638 0.112 -0.052 0.017
H -1.321648 0.504384 0.824864 0.145 -0.020 0.007
H 0.334784 -1.655551 1.017799 -0.001 0.123 0.000
H 1.306947 -1.754606 -0.455061 -0.090 0.065 -0.009
H -0.459776 -1.592044 -0.557394 0.047 0.155 -0.023
H 1.684654 1.844502 -0.013555 -0.015 -0.122 0.015
```
Positions in Å, forces in eV/Å.

Mulliken atomic charge list, values in e, 4 entries: atom 1 (C): -0.789, atom 2 (N): 0.077, atom 3 (C): -0.932, atom 4 (C): 0.322

So what do the calculations give for energy? Going down the list: -1778.47069 -733.29565 -938.49567 -633.17922 Eh.